Formula: C6H7O2
Source: OMol25
Level of theory: ωB97M-V with the def2-TZVPD basis set

## Properties
Orbital gap, eV: 7.80
Relative energy (zero: lowest compared OMol25 entry of this formula, charge and spin), kcal/mol: 123.0
Charge: +1
HOMO, eV: -12.62

Each atom is followed by the atoms it is bonded to, with distances in Å.
Positions of all 15 atoms, in Å:
1 C -2.0530 -1.4029 -0.0722  C2 1.507, C3 1.302, H9 1.055
2 C -2.3992 0.0630 -0.0175  C1 1.507, C4 1.304, H10 1.079
3 C -0.7818 -1.6819 -0.1117  C1 1.302, O7 1.417, H11 1.128
4 C -1.4704 0.9696 -0.1428  C2 1.304, O8 1.224
5 C 1.3913 -0.7110 -0.1350  C6 1.427, O7 1.358
6 C 2.2625 0.4185 -0.1434  C5 1.427, H12 1.081, H13 1.073, H14 1.232
7 O 0.0482 -0.5355 -0.0338  C3 1.417, C5 1.358
8 O -0.9866 2.0926 -0.0884  C4 1.224, H15 1.052
9 H -2.7823 -2.1645 -0.1024  C1 1.055
10 H -3.4120 0.3731 -0.2229  C2 1.079
11 H -0.2626 -2.6770 -0.0021  C3 1.128
12 H 1.8218 1.4047 -0.1086  C6 1.081
13 H 2.5081 0.2651 -1.1769  C6 1.073
14 H 3.3273 0.3778 0.4751  C6 1.232
15 H -0.8116 2.5941 0.8198  O8 1.052